(1)
{
  "formula": "C21H31As2O11S4SbSe2Tc",
  "method": "ωB97M-V/def2-TZVPD",
  "species": ["Sb", "Tc", "Se", "Se", "As", "As", "S", "S", "S", "S", "O", "O", "O", "O", "O", "O", "O", "O", "O", "O", "O", "C", "C", "C", "C", "C", "C", "C", "C", "C", "C", "C", "C", "C", "C", "C", "C", "C", "C", "C", "C", "C", "H", "H", "H", "H", "H", "H", "H", "H", "H", "H", "H", "H", "H", "H", "H", "H", "H", "H", "H", "H", "H", "H", "H", "H", "H", "H", "H", "H", "H", "H", "H"],
  "xyz": [[-6.306927, -1.771002, 0.303448], [-0.677158, -1.144281, -1.050007], [2.064595, -4.260640, 0.617987], [3.141989, -2.411431, 1.636962], [-0.475070, 1.412272, -0.864190], [-3.067904, 3.548641, 0.725728], [-3.102574, -1.414152, -0.762981], [-6.143781, -3.007097, -1.460885], [-1.880321, -3.031957, -1.155135], [-3.932664, -1.497849, 1.104748], [5.308783, -6.394843, 1.012025], [1.213551, 2.531388, 2.580271], [-5.355111, 1.051057, -1.049655], [-1.689106, -0.039948, -2.966141], [-0.845961, 4.595428, 3.231668], [-3.467092, 1.229342, -3.519673], [1.788060, 1.405752, 0.723384], [2.178878, -1.753244, -1.907496], [-1.637301, 2.605213, 3.773091], [-5.345542, 3.272115, -1.345703], [7.170518, -3.623311, -0.373868], [-1.912983, -0.804970, -4.196607], [-1.354626, 2.944216, 1.472080], [-4.247312, 2.657210, 1.994263], [-3.295732, 2.284650, -0.751778], [-0.391561, 2.285414, 0.844670], [-2.328246, 1.692870, -1.437664], [6.003484, -4.250875, -0.902494], [-0.311339, 5.440785, 2.188990], [4.773411, -2.678481, 0.586279], [-6.766922, 3.229278, -1.645878], [4.888199, -4.134535, 0.133728], [-2.619200, 0.968567, -2.732689], [0.485175, 2.571713, -2.047503], [1.110114, -1.530581, -1.588414], [-4.773571, 2.106969, -1.093168], [-0.271235, -1.220749, 0.973134], [2.523767, 2.234541, 3.134583], [5.211126, -5.011002, 1.344205], [0.983791, 2.020430, 1.385623], [3.593310, -4.553298, -0.558734], [-1.246022, 3.360292, 2.934269], [4.745028, -2.007641, -0.269968], [3.446231, -3.981419, -1.475083], [-2.767487, -1.458094, -4.046339], [2.521565, 2.674972, 4.124208], [5.604914, -2.396092, 1.226020], [-7.096546, 4.259729, -1.609007], [0.519782, 4.952668, 1.687809], [-1.153015, -0.839726, 1.496971], [-1.081463, 5.714188, 1.473754], [-3.992287, 1.606625, 2.103204], [0.043534, 6.330103, 2.694261], [3.587866, -5.614878, -0.803011], [4.429270, -6.782900, 1.056130], [6.184937, -4.708826, 1.726151], [6.188529, -5.307802, -1.096000], [-4.157317, 3.160077, 2.952443], [-2.096288, -0.113185, -5.009441], [5.690890, -3.768484, -1.834835], [-0.098147, -2.262693, 1.231485], [0.331150, 2.237560, -3.070650], [-6.903621, 2.813106, -2.638848], [1.540246, 2.513248, -1.797938], [4.474179, -4.856196, 2.129795], [3.290590, 2.676520, 2.505101], [0.110098, 3.581379, -1.918217], [-5.266728, 2.773017, 1.627704], [0.614572, -0.640527, 1.219985], [7.931173, -3.880582, -0.902447], [-1.002504, -1.372010, -4.346478], [2.656784, 1.158095, 3.184843], [-7.289425, 2.625869, -0.912076]],
  "forces_ev_per_a": [[-0.0899, 0.3440, 0.5137], [-0.9991, -0.5695, 0.0117], [-0.0027, 0.0488, 0.1371], [-0.1186, -0.0149, -0.0349], [-0.4716, 0.0398, -0.0800], [0.0353, -0.0190, -0.0806], [-0.3264, -0.2685, -0.0479], [0.1080, -0.2236, -0.4439], [0.1808, 0.0824, -0.3245], [0.1234, 0.0741, -0.0511], [-0.0723, 0.2382, -0.0547], [0.1800, -0.1233, 0.0072], [0.1771, -0.1282, 0.1124], [0.0439, 0.1831, 0.0380], [0.0790, 0.1444, -0.2760], [-0.3036, 0.0765, -0.1041], [0.0799, -0.0071, -0.1154], [0.2420, -0.0557, -0.2132], [-0.0552, -0.1236, 0.1185], [-0.1456, 0.0634, 0.0426], [-0.1339, -0.0477, -0.0937], [0.1145, 0.1736, 0.3014], [-0.2173, 0.2438, 0.3074], [-0.0830, -0.0138, 0.0356], [-0.6469, 0.1092, 0.0588], [0.5056, -0.2743, 0.0552], [0.3953, -0.4262, -0.5414], [0.3004, 0.0865, 0.1315], [-0.0181, -0.1802, 0.2633], [-0.1281, -0.0472, -0.1397], [0.2811, 0.0710, -0.0043], [-0.0301, 0.0443, -0.0367], [0.4274, -0.0666, 0.5602], [0.1927, 0.0446, -0.1099], [-0.0553, 0.1041, 0.3166], [0.3931, -0.0014, -0.1222], [0.1210, 0.7227, 0.0039], [-0.2013, 0.0886, -0.0383], [0.1120, -0.3534, -0.0260], [-0.3170, 0.1778, 0.0902], [-0.0428, 0.0941, -0.0451], [0.0365, 0.0528, -0.2930], [-0.0186, 0.0082, -0.0242], [-0.0096, -0.0139, 0.0629], [-0.0452, -0.0384, -0.0234], [-0.0070, 0.0164, 0.0141], [0.0596, -0.0163, 0.0231], [-0.0075, 0.0495, -0.0215], [0.0612, -0.0350, -0.0154], [0.0797, -0.0671, 0.0962], [-0.1084, 0.0148, -0.0718], [-0.0105, -0.0293, 0.0029], [0.0041, 0.0563, 0.0503], [0.0706, -0.0208, -0.0088], [0.0309, -0.0057, 0.0761], [0.0512, -0.0296, 0.0067], [-0.0163, -0.0897, -0.0450], [-0.0282, 0.0041, 0.0658], [-0.0008, 0.0208, -0.0764], [0.0187, 0.0633, -0.0177], [0.0924, -0.0795, -0.0496], [-0.0008, 0.0146, -0.0485], [-0.0292, -0.0457, -0.0470], [0.0680, 0.0342, -0.0105], [-0.0684, 0.0322, 0.0772], [0.0449, 0.0031, -0.0031], [0.0237, 0.1388, -0.0598], [-0.0226, -0.0152, 0.0285], [0.0743, -0.1803, 0.1191], [-0.0119, -0.0115, 0.0192], [0.0299, -0.0511, -0.0252], [0.0221, -0.0437, 0.0044], [-0.0169, -0.0476, 0.0725]],
  "e_lumo_ev": [-4.38, -4.39],
  "total_energy_ha": -12834.41675,
  "relative_energy_ev": 1.111,
  "total_charge": 1,
  "orbital_gap_ev": [5.28, 5.27]
}

(2)
{
  "formula": "C23H68N8O11",
  "method": "ωB97M-V/def2-TZVPD",
  "species": ["O", "O", "O", "O", "O", "O", "O", "O", "O", "O", "O", "N", "N", "N", "N", "N", "N", "N", "N", "C", "C", "C", "C", "C", "C", "C", "C", "C", "C", "C", "C", "C", "C", "C", "C", "C", "C", "C", "C", "C", "C", "C", "H", "H", "H", "H", "H", "H", "H", "H", "H", "H", "H", "H", "H", "H", "H", "H", "H", "H", "H", "H", "H", "H", "H", "H", "H", "H", "H", "H", "H", "H", "H", "H", "H", "H", "H", "H", "H", "H", "H", "H", "H", "H", "H", "H", "H", "H", "H", "H", "H", "H", "H", "H", "H", "H", "H", "H", "H", "H", "H", "H", "H", "H", "H", "H", "H", "H", "H", "H"],
  "xyz": [[1.491268, 5.052483, 6.131277], [2.558284, 2.512606, 9.426399], [1.394440, 3.431193, 16.064194], [-0.048123, -0.356291, 15.845625], [4.683305, 0.483035, 13.726160], [-0.219340, 4.143814, 13.015923], [3.572582, 5.436382, 13.618411], [-1.200256, 4.347899, 6.700050], [1.648186, 8.384764, 13.010273], [-1.824035, 5.217692, 11.135654], [1.260173, 8.258177, 9.587059], [1.369356, 4.239332, 11.332242], [4.068163, 4.405040, 11.640835], [2.484375, 0.327644, 10.151607], [0.367891, 6.868021, 11.713934], [1.442111, 2.558531, 12.637638], [5.657408, 5.387821, 12.614537], [3.622283, 1.711990, 11.347663], [0.519993, 6.627516, 13.917947], [1.187594, 7.433840, 8.633366], [2.744167, 4.965635, 5.906130], [-2.880711, 6.029103, 12.819172], [0.272915, 0.389814, 14.883962], [-0.224897, 6.995283, 8.304564], [0.842063, 4.513378, 16.389160], [3.308915, 5.931246, 4.928459], [1.698273, 8.143041, 7.407027], [3.538776, 5.030517, 7.282152], [0.856698, 3.650110, 12.337555], [-1.018819, 1.214900, 14.642076], [-2.420288, 2.635027, 7.636815], [2.886814, 1.514343, 10.309295], [-0.657191, 4.619740, 16.183429], [-3.982686, 4.443542, 11.149000], [-1.435517, 3.765864, 7.747092], [0.641256, -0.354451, 13.619200], [0.852700, 7.276141, 12.818939], [-0.179177, 3.311460, 8.461002], [-2.989450, 5.562447, 11.345555], [4.451983, 5.076122, 12.621134], [3.837306, 1.363215, 14.412615], [1.265080, 4.737201, 17.851743], [0.154082, 5.665802, 13.883304], [-1.895953, 1.840027, 7.121429], [2.838394, 3.933648, 5.641499], [-1.027411, 4.582473, 15.127842], [2.234430, 8.516887, 9.638529], [4.028377, 0.978848, 11.888070], [-1.890821, 0.579955, 14.448777], [-1.051564, 5.480499, 16.718904], [-0.389970, 0.141324, 16.587101], [-0.312835, 6.650280, 7.322871], [3.541220, 5.976920, 7.793489], [1.866262, 6.671384, 8.984949], [-0.332697, 2.737882, 9.349985], [1.102210, 9.043909, 7.296687], [-0.489878, 6.173354, 8.937648], [0.413853, 2.705610, 7.820328], [6.005504, 5.988976, 13.365672], [1.528797, 7.527788, 6.517776], [0.451591, 4.133051, 8.745276], [-1.003670, 3.799335, 16.759339], [2.308453, 3.546328, 16.230489], [-0.951635, 1.943294, 13.840845], [0.585591, 4.281344, 18.544193], [3.982748, 2.677836, 11.601867], [2.802457, -0.530850, 10.618165], [-3.767273, 6.550696, 13.208066], [-4.803325, 4.569138, 11.840322], [-1.591377, 4.626036, 11.836594], [-2.750192, 2.238715, 8.656680], [0.049130, -1.262670, 13.520375], [-4.157214, 4.421790, 10.132002], [-3.275963, 2.869124, 7.018020], [1.043286, 4.362444, 5.628248], [2.729788, 8.361431, 7.551129], [-2.086154, 6.730543, 13.044496], [2.229855, 2.160554, 12.071823], [0.653899, 7.464985, 10.931263], [1.814211, 0.202182, 9.369437], [6.429982, 5.190004, 11.959090], [1.079782, 1.043076, 15.188539], [1.300660, 5.824046, 18.114758], [4.572032, 4.661814, 7.196663], [3.006975, 4.318142, 11.626524], [3.834933, 1.275282, 15.444355], [0.975665, 5.188716, 11.203190], [3.329686, 6.929638, 5.325331], [0.460595, 0.251268, 12.725809], [-0.503796, 4.957269, 6.847091], [5.527433, 0.480191, 14.201489], [1.698602, -0.596116, 13.579527], [2.643647, 5.935815, 4.032901], [-3.572279, 3.403785, 11.327603], [1.027626, 6.859809, 14.811403], [-3.254177, 6.375168, 10.641859], [-0.937595, 7.759917, 8.440752], [1.140833, 2.072384, 13.511914], [2.226048, 4.271054, 18.094846], [4.581179, 4.259666, 10.729996], [-1.309798, 1.830343, 15.487428], [4.102638, 2.368135, 14.117558], [4.367681, 5.703080, 4.566921], [-0.502487, 6.318952, 11.609672], [-2.506631, 5.289586, 13.504077], [2.818246, 1.110134, 14.129760], [1.835709, 3.809141, 10.518701], [1.350119, 5.300037, 15.839090], [2.972585, 4.365241, 7.923571], [-1.898464, 4.451565, 8.465323]],
  "forces_ev_per_a": [[-7.5673, 1.2414, 0.8594], [1.1868, -3.7846, 3.9408], [1.5156, -8.4428, -3.4429], [-0.8172, -6.5081, 6.3706], [1.0992, -0.9436, 0.2077], [3.7507, -2.1237, -2.3279], [4.0576, -1.8543, -4.1390], [1.2425, 3.8262, -10.2345], [-3.1006, -4.5164, -1.9047], [9.5003, -2.9633, -4.4238], [1.7895, 6.7708, 6.4562], [0.2849, 4.3062, -4.1500], [-3.6809, -4.2643, -6.3686], [-3.1676, -5.4318, -2.6509], [-1.3980, -0.5961, -4.6291], [0.6068, -4.5253, 2.9130], [8.6475, 3.3111, 1.7976], [3.3146, 2.5023, 2.3500], [-0.0409, -1.1673, 3.4168], [-0.2562, -3.6732, -6.0149], [7.3335, -1.1859, 1.5759], [-1.8477, 1.9711, 0.7544], [-0.8468, 5.1689, -5.1419], [0.7555, -0.9435, 1.7428], [-1.6139, 7.5797, 2.5746], [0.8263, -0.0765, -2.3722], [-0.6165, -0.9511, -1.1940], [-0.5030, -0.8261, -0.7191], [-5.7506, 1.5819, 3.8519], [-0.0779, 1.0406, -1.0808], [-0.1089, -1.2235, 0.6940], [-0.3074, 6.3465, -5.0974], [0.2035, -0.0183, -0.3143], [0.6967, -1.3755, 1.8366], [-2.5476, -4.0770, 10.5365], [0.1127, -0.2163, -0.5357], [4.8672, 6.3867, 5.2658], [0.0215, -0.1873, 0.1117], [-7.3274, 3.3026, 3.3916], [-6.5559, 3.2137, 7.7968], [-0.9286, 0.5443, -1.7540], [-0.5107, 1.9284, 0.8329], [0.3205, 0.6799, -0.3937], [0.0120, -0.6373, -0.1663], [1.5173, -0.8350, -0.9370], [0.5393, -0.1018, 1.0706], [-2.0628, 0.0209, 0.6530], [0.1238, -0.7098, 0.3945], [0.4055, -0.3131, -0.1157], [0.1366, 0.3456, -0.2781], [-0.0463, 0.0757, 0.1468], [0.1121, -0.2539, -1.5759], [0.0197, 0.7322, -0.2531], [-0.0153, -1.8908, -1.1237], [-0.4480, -0.3294, 0.6779], [0.1005, 0.2754, 0.0229], [-0.5423, -0.4825, 0.5813], [0.6034, -0.6914, -0.8179], [-0.5693, -0.3898, -0.2874], [0.4168, 0.2162, 0.0373], [0.2351, 0.6439, 0.0278], [-0.9926, -1.1652, 0.2704], [1.4408, -0.2992, -0.0831], [0.0133, 0.0993, -0.3388], [-0.6919, -0.3745, 0.4076], [-0.3908, -1.4116, -0.6227], [-0.1847, 1.0946, -0.1051], [-0.0619, -0.5465, 0.1724], [-0.7352, 0.0033, -0.4635], [1.4578, -1.1615, 0.8100], [0.4356, 0.6907, -1.3901], [0.0132, -0.0898, 0.0983], [-1.3987, -0.0453, -2.1456], [-0.3408, 0.2996, 0.0496], [-0.3956, 0.3630, 0.2227], [1.0368, 0.4661, -0.2439], [0.2994, 0.7509, -0.9894], [-1.3485, 0.7718, 1.5198], [-0.3996, -0.0978, 0.2740], [0.8831, -0.0325, 0.8549], [-1.4979, -0.2245, 0.1829], [0.5180, 0.7730, -0.2592], [0.0847, -0.7859, -0.1116], [-0.3246, 0.1224, -0.1276], [1.3654, 0.4472, -0.2824], [0.4779, -0.3389, 2.2054], [0.4478, -0.4924, -0.1848], [-0.0669, 0.4841, 0.2391], [-0.1746, -0.0426, 0.2124], [1.0752, 1.0967, -0.1980], [-0.1882, -0.1901, -0.4147], [0.2428, -0.4258, 0.1799], [0.5450, 0.1396, 0.3713], [0.0761, 1.1848, 0.3453], [-0.7879, 0.0339, -2.0183], [-0.2136, 0.0847, 0.5201], [-0.6917, 1.1799, 0.2889], [0.3764, 0.8785, -1.4043], [0.1182, 0.2977, -0.3847], [-0.7693, 0.7026, 1.5665], [0.3214, -0.0355, 0.5426], [-0.3933, 0.6474, 0.1312], [-1.3946, 0.0340, 0.6307], [0.5546, 0.4525, 0.3503], [-0.6740, -1.2996, 0.1225], [0.1891, 0.2757, -0.1953], [-0.5625, -0.5663, 0.2809], [-0.1780, 0.7673, -0.2555], [0.1855, -0.3551, 0.3212], [-0.4007, 0.3372, 0.6024]],
  "e_lumo_ev": -0.13,
  "total_energy_ha": -2182.52651,
  "relative_energy_ev": 10.124,
  "smiles": "NC(N)=O.NC(N)=O.NC(N)=O.NC(N)=O.CC(C)O.CC(C)O.CC(C)O.CC(C)O.CC(C)O.CC(C)O.CO",
  "orbital_gap_ev": 7.48
}